DFT (ωB97M-V/def2-TZVPD) results for a 2-piece molecular cluster, C8H19N4 overall at a distorted geometry.

Each line ends with the Mulliken charge.
Positions of all 31 atoms, in Å:
C1 -1.3558 2.9863 -0.8518  -0.64
C2 -2.4532 2.8787 0.2071  -0.64
C3 2.2409 -2.7694 0.7945  -0.50
C4 2.8030 -2.0993 -0.4726  -0.58
C5 -1.3352 1.5860 -1.4530  -0.32
C6 -2.2452 1.4721 0.7602  -0.44
C7 0.7939 -2.2503 0.8938  -0.83
C8 1.6232 -1.2829 -1.0381  -0.93
N1 -1.7329 0.7185 -0.3682  0.98
N2 0.9584 0.1921 0.7371  -0.58
N3 -1.6613 -0.5137 -0.4889  -0.92
N4 0.7381 -1.0374 0.0846  0.35
H1 -1.5711 3.7508 -1.5923  0.38
H2 -0.3969 3.2146 -0.3874  0.29
H3 -2.3718 3.6433 0.9746  0.37
H4 -3.4379 2.9605 -0.2547  0.30
H5 2.2551 -3.8530 0.7221  0.34
H6 2.8136 -2.4867 1.6769  0.26
H7 3.6401 -1.4456 -0.2272  0.25
H8 3.1541 -2.8286 -1.1967  0.36
H9 -2.0649 1.4863 -2.2648  0.41
H10 -0.3667 1.2687 -1.8406  0.17
H11 -1.4970 1.4670 1.5588  0.24
H12 -3.1595 1.0112 1.1434  0.39
H13 0.0990 -2.9660 0.4488  0.31
H14 0.4805 -2.0526 1.9193  0.46
H15 1.9303 -0.3441 -1.4973  0.44
H16 1.0641 -1.8669 -1.7706  0.38
H17 1.9370 0.4847 0.6865  0.24
H18 0.7129 0.1053 1.7218  0.22
H19 -1.9919 -1.0432 0.3178  0.27

Atoms 1-3, force components in eV/Å:
0.01 -0.05 0.04
0.01 -0.02 -0.06
-0.02 -0.02 0.09

- charge = +1
- relative energy (zero: lowest compared OMol25 entry of this formula, charge and spin) (eV) = 3.266
- spin multiplicity = 1
- LUMO energy (spin up / spin down) (eV) = -4.36 / -4.36
- total energy (Ha) = -534.9187

---

DFT (ωB97M-V/def2-TZVPD) results for an isolated ion of composition C8H19N7 and charge +2 at a distorted geometry.

Each line ends with the Mulliken charge.
Positions of all 34 atoms, in Å:
C1 -0.3434 2.1754 0.0642  -0.41
C2 -3.7447 0.2977 0.0123  0.56
C3 -1.4045 1.0965 0.0724  0.30
C4 -4.3024 -2.0800 -0.2682  -1.04
C5 2.5901 2.0549 0.2150  -0.30
C6 3.3702 1.0013 -0.5987  -1.02
C7 4.0549 -0.1600 0.3619  -0.40
C8 3.6233 -1.5638 -0.0370  -0.83
N1 0.8808 1.5347 -0.0060  -0.07
N2 -0.6667 -0.0017 0.0239  -0.81
N3 0.6110 0.2608 0.0352  -0.05
N4 -4.9815 0.6957 0.3420  -0.32
N5 -3.3735 -0.9572 -0.3432  -0.11
N6 -2.7694 1.2365 0.1816  -0.19
N7 2.1443 -1.8474 0.2834  -0.25
H1 -0.2908 3.1796 0.1961  0.50
H2 -5.3200 -1.9392 -0.7466  0.33
H3 -3.8394 -2.9881 -0.7928  0.30
H4 -4.5822 -2.3819 0.6629  0.44
H5 2.5398 3.0063 -0.4163  0.32
H6 2.6217 1.9571 1.3464  0.35
H7 2.8276 0.3844 -1.3211  0.61
H8 4.2110 1.5013 -1.1451  0.41
H9 3.7652 0.3392 1.3278  0.30
H10 5.1650 -0.1867 0.0719  0.32
H11 3.8163 -1.5788 -1.0335  0.46
H12 4.3644 -2.2029 0.4863  0.34
H13 -5.7237 0.0269 0.1540  0.22
H14 -5.2133 1.6342 0.4176  0.20
H15 -2.2894 -0.9668 -0.5973  0.36
H16 -3.1632 2.2486 0.1713  0.31
H17 1.7596 -2.5770 -0.3635  0.37
H18 1.5043 -0.8984 0.0851  0.46
H19 2.1585 -2.3008 1.1582  0.34

Atoms 1-3, force components in eV/Å:
-0.29 -4.03 -0.25
1.03 -1.02 0.34
5.24 3.65 -0.03

- charge = +2
- relative energy (zero: lowest compared OMol25 entry of this formula, charge and spin) (eV) = 0.393
- spin multiplicity = 1
- SMILES = CN/C(N)=[NH+]\c1cn(CCCC[NH3+])nn1
- LUMO energy (eV) = -5.32
- total energy (Ha) = -698.8530

---

DFT (ωB97M-V/def2-TZVPD) results for a 2-piece molecular cluster, C8H19NO overall at a distorted geometry.

Each line ends with the Mulliken charge.
Positions of all 29 atoms, in Å:
C1 1.1717 0.0805 -0.3016  -0.22
C2 2.4509 0.2941 0.5125  -1.60
C3 1.0791 -2.3976 0.2761  -1.01
C4 0.5199 -0.6542 -3.0661  -1.18
C5 0.3332 -1.4692 -1.8246  0.67
O1 -0.6759 -2.1450 -1.7553  -0.59
N1 1.2417 -1.4018 -0.7438  0.08
H1 0.3887 0.2282 0.4828  -0.21
H2 0.9132 0.7954 -1.0799  0.67
H3 2.4492 1.4260 0.4023  0.38
H4 3.3343 0.2244 -0.1110  0.39
H5 1.6988 -2.1080 1.1854  0.33
H6 -0.3064 0.0522 -3.0371  0.31
H7 2.3183 0.2363 1.5842  0.38
H8 0.1062 -2.6195 0.6823  0.30
H9 1.8796 -3.0871 -0.0618  0.41
H10 1.4327 -0.1054 -3.2885  0.34
H11 0.3788 -1.2798 -3.9579  0.35
C6 -1.6108 1.5604 0.8554  0.54
C7 -2.7182 0.4950 0.6564  -0.99
C8 -1.2443 1.9088 2.2610  -1.30
H12 -0.8088 1.2368 0.1706  -0.30
H13 -1.8905 2.4100 0.1765  0.36
H14 -2.2685 -0.4814 0.4401  0.20
H15 -1.1158 0.9448 2.7867  0.33
H16 -0.2816 2.3757 2.4309  0.36
H17 -3.4535 0.7521 -0.1094  0.29
H18 -3.2885 0.3686 1.5810  0.34
H19 -2.0336 2.3598 2.8530  0.36

Atoms 1-3, force components in eV/Å:
0.67 -2.76 2.68
-1.02 4.95 -2.05
3.56 0.60 1.55

- relative energy (zero: lowest compared OMol25 entry of this formula, charge and spin) (eV) = 3.415
- spin multiplicity = 1
- SMILES = CCN(C)C(C)=O.CCC
- LUMO energy (eV) = 0.82
- total energy (Ha) = -446.1072

---

DFT (ωB97M-V/def2-TZVPD) results for one molecule with the formula C8H19NO3S at a distorted geometry.

Each line ends with the Mulliken charge.
Positions of all 32 atoms, in Å:
C1 -0.9101 -0.4137 -2.7102  -1.28
C2 0.0815 0.3422 -1.6671  0.23
C3 1.4231 -0.7325 -1.5588  -0.80
C4 1.0448 -2.0222 -0.9218  -0.76
C5 0.4107 -1.5343 0.2760  -0.52
C6 1.4661 -0.8743 1.2957  -0.54
C7 0.7727 -0.3368 2.5396  -0.94
C8 -0.5869 0.3760 2.2737  -0.57
H1 -1.7412 0.2041 -2.9398  0.45
H2 -1.3311 -1.3563 -2.3061  0.28
H3 -0.4186 -0.6272 -3.9070  0.23
H4 0.3879 1.2882 -2.0039  0.66
H5 -0.7649 0.5173 -0.7853  -0.63
H6 2.2435 -0.2497 -0.8973  0.20
H7 1.7543 -0.8899 -2.6401  0.46
H8 1.6974 -3.0069 -0.5470  0.30
H9 0.2866 -2.5323 -1.5086  0.33
H10 0.0991 -2.3358 0.9125  0.45
H11 -0.4726 -0.8476 0.2069  0.26
H12 2.2527 -1.5097 1.6301  0.48
H13 2.1612 -0.0045 1.0804  0.41
H14 0.4844 -1.2018 3.2282  0.31
H15 1.3558 0.3664 3.0994  0.41
H16 -1.2283 0.7282 3.2926  0.30
H17 -1.1461 -0.5418 1.9619  0.37
H18 -0.3744 2.6892 -0.7977  0.31
H19 -0.6106 3.9653 0.0642  0.34
N1 -1.1222 3.1685 -0.3737  -0.54
O1 -0.4193 1.3631 1.2102  -0.14
O2 -2.6385 1.0405 0.0343  -0.55
O3 -2.3823 2.9289 1.7500  -0.65
S1 -1.7747 2.0393 0.7086  1.15

Atoms 1-3, force components in eV/Å:
2.49 0.05 -2.47
-2.37 -4.25 0.17
1.13 2.52 -1.15

- relative energy (zero: lowest compared OMol25 entry of this formula, charge and spin) (eV) = 3.219
- spin multiplicity = 1
- SMILES = CCCCCCCCOS(N)(=O)=O
- LUMO energy (eV) = 0.52
- total energy (Ha) = -994.6882

---

DFT (ωB97M-V/def2-TZVPD) results for a 3-piece molecular cluster, C8H19NO4P overall at a distorted geometry.

Each line ends with the Mulliken spin population.
Positions of all 33 atoms, in Å:
C1 -2.1735 1.1027 -0.1308  0.83
C2 0.2196 -1.1677 0.8579  0.01
C3 1.1265 0.0058 -1.0421  -0.01
C4 2.4281 -1.6845 0.0709  0.00
C5 1.9726 0.4290 1.1913  0.02
C6 -3.8846 -0.6021 0.1998  0.02
C7 -2.9145 0.0601 -0.8106  0.01
C8 3.2573 1.1142 0.7688  0.00
N1 1.4454 -0.6016 0.2663  -0.06
O1 0.4867 3.2367 -0.9870  0.02
O2 -3.1887 -1.1933 1.2687  0.00
O3 -2.0122 -0.9047 -1.3556  -0.01
O4 3.8560 0.9238 -0.2438  0.00
P1 -1.4845 2.2231 0.6958  1.00
H1 -0.5366 -0.3912 0.9900  0.01
H2 -0.1916 -1.9223 0.1907  0.00
H3 0.4362 -1.6230 1.8225  0.01
H4 0.5291 -0.6847 -1.6323  0.00
H5 0.5520 0.9212 -0.9046  0.02
H6 2.0440 0.2454 -1.5733  0.00
H7 2.0172 -2.4289 -0.6087  0.00
H8 3.3451 -1.2886 -0.3617  0.00
H9 2.6598 -2.1669 1.0199  0.00
H10 1.2163 1.2115 1.3120  0.03
H11 2.1471 -0.0179 2.1757  0.02
H12 -4.5252 0.1684 0.6338  -0.01
H13 -4.5141 -1.3352 -0.3234  0.00
H14 -3.5093 0.5170 -1.6187  0.08
H15 3.5917 1.8367 1.5308  0.00
H16 0.9050 4.0390 -0.6585  0.00
H17 -2.8005 -2.0243 0.9714  0.00
H18 -2.5127 -1.4895 -1.9337  0.01
H19 0.0121 3.4919 -1.7818  0.00

Atoms 1-3, force components in eV/Å:
-2.49 -3.79 -2.74
-0.90 -0.32 0.39
-0.25 0.52 -1.07

- charge = +1
- spin multiplicity = 3
- LUMO energy (spin up / spin down) (eV) = -2.46 / -5.77
- total energy (Ha) = -1012.8348

---

DFT (ωB97M-V/def2-TZVPD) results for a 3-piece molecular cluster, C8H19NO6S2 overall at a distorted geometry.

Each line ends with the Mulliken charge.
Positions of all 36 atoms, in Å:
C1 -2.5212 -0.1938 -1.7050  -1.27
C2 -1.5811 -0.5907 -0.6940  0.72
N1 -0.8945 -0.9516 0.1564  -0.34
H1 -2.9025 -1.1324 -2.1071  0.37
H2 -1.9839 0.2962 -2.5170  0.27
H3 -3.3102 0.4482 -1.3133  0.33
O1 1.0130 -1.1621 -2.7401  -0.58
S1 0.8426 0.1685 -3.3693  1.12
O2 0.0616 0.3574 -4.5925  -0.59
O3 0.2070 1.1641 -2.2109  -0.40
C3 0.5754 0.9848 -0.8894  0.06
C4 1.1370 2.3415 -0.3670  -1.14
C5 2.5211 1.0071 -3.6299  -0.81
H4 1.2809 0.1833 -0.6700  0.58
H5 -0.3557 0.8146 -0.3489  -0.44
H6 1.2374 2.2979 0.7175  0.20
H7 0.4911 3.1718 -0.6527  0.31
H8 2.0738 2.5756 -0.8726  0.35
H9 2.8462 1.0998 -2.5936  0.23
H10 2.3063 2.0369 -3.9153  0.35
H11 3.2959 0.3993 -4.0972  0.37
O4 0.6555 -1.7451 3.7936  -0.60
S2 -0.7345 -2.0057 3.4470  1.17
O5 -1.7458 -2.3810 4.4547  -0.62
O6 -1.3160 -0.6995 2.6062  -0.37
C6 -0.3382 0.0770 1.8771  -0.36
C7 0.1836 1.1467 2.8325  -1.47
C8 -0.8222 -3.3025 2.1742  -0.91
H12 -0.8265 0.5989 1.0541  0.90
H13 0.3437 -0.5245 1.2760  0.60
H14 1.0435 1.5589 2.3045  0.24
H15 0.3925 0.8293 3.8541  0.42
H16 -0.5564 1.9468 2.8118  0.33
H17 -0.6267 -4.2615 2.6540  0.40
H18 -0.1138 -3.1786 1.3551  0.27
H19 -1.8789 -3.3760 1.9172  0.30

Atoms 1-3, force components in eV/Å:
0.07 -0.11 -0.74
-0.40 -1.54 0.85
-3.03 -3.90 -4.61

- spin multiplicity = 1
- SMILES = CCOS(C)(=O)=O.CCOS(C)(=O)=O.CC#N
- LUMO energy (eV) = 0.35
- total energy (Ha) = -1618.6033

---

DFT (ωB97M-V/def2-TZVPD) results for an isolated ion of composition C8H19NOPS and charge +1 at a distorted geometry.

Each line ends with the Mulliken charge.
Positions of all 31 atoms, in Å:
C1 0.4245 -0.5532 0.9591  -0.57
C2 0.4206 1.2406 -0.7414  -0.60
C3 1.8959 -0.7491 0.7480  -0.85
C4 1.9207 1.1698 -0.9144  -0.89
C5 -0.1766 -0.1466 -0.4012  -0.18
C6 -4.4305 -1.3190 0.2200  -1.36
C7 4.0238 0.2082 0.2142  -0.94
C8 -2.8398 -1.2455 0.1732  -0.64
N1 2.5703 0.5538 0.3610  -0.19
O1 -2.2727 0.7420 -1.6885  -0.52
P1 -2.0934 0.4416 -0.0876  0.57
S1 -2.2776 1.9539 1.0854  -0.29
H1 0.0042 -1.4544 1.2925  0.41
H2 0.1042 0.3132 1.6747  0.27
H3 0.0661 1.9790 0.0642  0.29
H4 -0.1690 1.5999 -1.7299  0.29
H5 2.3990 -0.9751 1.6983  0.43
H6 2.2289 -1.3381 -0.0158  0.48
H7 2.1929 0.5678 -1.6996  0.44
H8 2.4251 2.1632 -0.9902  0.44
H9 -0.1369 -0.9075 -1.1627  0.40
H10 -5.0116 -0.7314 0.8508  0.39
H11 -4.8077 -1.1160 -0.7572  0.40
H12 -4.6649 -2.3504 0.2748  0.39
H13 4.0801 -0.6514 -0.2566  0.44
H14 4.6114 0.9805 -0.3783  0.34
H15 4.4745 0.1532 1.2178  0.38
H16 -2.3962 -1.8819 -0.5190  0.51
H17 -2.3536 -1.4805 1.1152  0.38
H18 2.5281 1.3262 1.1115  0.46
H19 -2.7401 1.5072 -1.7183  0.34

Atoms 1-3, force components in eV/Å:
-0.72 2.02 -1.11
-1.91 0.67 -1.61
0.16 3.22 3.65

- charge = +1
- relative energy (zero: lowest compared OMol25 entry of this formula, charge and spin) (eV) = 0.944
- spin multiplicity = 1
- SMILES = CC[P@@](O)(=S)[C@H]1CC[N@H+](C)CC1
- LUMO energy (eV) = -2.87
- total energy (Ha) = -1185.5092